(1)
ORCA calculation (ωB97M-V with the def2-TZVPD basis set) on the molecule C4H6N2O.

Output
- HOMO level: -10.71 eV
- Frontier orbital gap: 11.44 eV
- Energy above the lowest of the compared OMol25 structures with the same formula, charge and spin: 32.5 kcal per mole
- SMILES: [H]/N=C/OCCC#N

Each line ends with the Mulliken charge.
Element x y z (Å)
1 H 2.54 0.41 1.33  0.226
2 N 1.62 0.44 0.90  -0.569
3 C 0.73 0.02 1.70  0.058
4 O -0.58 -0.01 1.39  -0.378
5 C -0.91 0.47 0.09  -0.552
6 C -0.70 -0.63 -0.97  -0.249
7 C -0.05 -0.15 -2.19  0.195
8 N 0.46 0.23 -3.16  -0.407
9 H 0.87 -0.36 2.71  0.394
10 H -0.31 1.35 -0.14  0.431
11 H -1.96 0.75 0.15  0.301
12 H -0.07 -1.42 -0.55  0.231
13 H -1.65 -1.10 -1.25  0.319



(2)
ORCA calculation (ωB97M-V with the def2-TZVPD basis set) on the molecule C4H6N2O.

Output
- HOMO level: -9.38 eV
- Frontier orbital gap: 10.19 eV
- Energy above the lowest of the compared OMol25 structures with the same formula, charge and spin: 53.1 kcal per mole
- SMILES: O=C1NC[C@H]2CN12

Each line ends with the Mulliken charge.
Element x y z (Å)
1 O -1.42 -2.21 -0.22  -0.563
2 C -0.83 -1.17 -0.27  0.465
3 N -1.34 0.07 0.03  -0.155
4 C -0.42 1.17 -0.14  -0.412
5 C 0.82 0.39 -0.41  -0.074
6 C 1.28 -0.66 0.56  -0.522
7 N 0.57 -1.02 -0.67  -0.450
8 H -2.29 0.18 0.35  0.172
9 H -0.32 1.79 0.77  0.237
10 H -0.66 1.82 -0.99  0.294
11 H 1.57 0.80 -1.09  0.416
12 H 2.25 -0.23 0.58  0.346
13 H 0.78 -0.93 1.49  0.248



Which value of energy above the lowest of the compared OMol25 structures with the same formula, charge and spin does entry 2 give? 53.1 kcal per mole



Look up the frontier orbital gap of the first one. 11.44 eV



The highest energy above the lowest of the compared OMol25 structures with the same formula, charge and spin belongs to which entry? number 2



HOMO level of number 2 (C4H6N2O)? -9.38 eV